Molecular formula: C5H39N2O14
Method: DFT, ωB97M-V/def2-TZVPD

Positions of all 60 atoms, in Å:
C -2.475 -0.704 -0.834
C -1.422 -0.559 0.267
C -0.333 -1.538 0.401
C -0.957 -2.926 0.249
O -1.184 -3.386 -1.010
N -0.771 0.789 0.036
C -1.391 2.126 0.439
N -0.441 3.151 0.570
H -1.926 -0.906 -1.821
H -2.997 -1.618 -0.699
H -3.255 0.144 -0.935
H -1.929 -0.485 1.311
H 0.586 -1.571 -0.175
H 0.367 -1.343 1.277
H -1.915 -3.050 0.778
H -0.305 -3.668 0.733
H -0.448 0.941 -0.987
H -2.360 2.335 -0.157
H -1.849 1.879 1.621
H 0.364 2.792 1.139
H 0.001 3.356 -0.364
H 3.066 2.249 -1.592
H 3.098 2.177 -3.128
O 2.864 1.638 -2.303
H 2.816 -0.154 -0.996
H 3.580 -0.526 0.254
O 3.195 0.227 -0.197
H 2.455 0.870 1.311
H 0.971 0.616 1.344
O 1.707 0.812 1.924
H -1.293 3.425 -1.844
H -0.972 2.648 -3.072
O -1.222 3.574 -2.788
H 0.185 4.520 -2.886
H 1.522 4.828 -2.110
O 0.921 5.222 -2.523
H 0.684 -2.223 4.158
H 1.115 -1.522 5.336
O 1.473 -2.165 4.842
H 0.252 1.189 2.850
H -0.057 1.660 4.129
O -0.544 1.235 3.433
H -1.361 -1.832 3.105
H -1.159 -0.408 3.653
O -0.930 -1.340 3.859
H 2.726 -2.119 2.973
H 2.375 -0.620 2.874
O 3.113 -1.240 2.773
H -0.917 -2.633 -1.790
H -1.070 -1.517 -3.661
O -0.522 -1.438 -2.879
H 1.116 1.296 -2.550
H -0.021 -0.017 -2.817
O 0.226 1.044 -2.633
H -2.828 -3.699 -1.468
H -4.022 -4.252 -0.739
O -3.768 -3.751 -1.525
H 1.170 -1.371 -2.311
H 2.557 -0.844 -2.777
O 2.141 -1.319 -2.066

total charge: -1
LUMO level: 2.3 eV
largest force on an atom: 0.24283 hartree/bohr
HOMO level: -5.7285 eV
energy: -1376.728986 hartree

Atomic partial charges in e from the Löwdin method, atoms 1 to 5: C -0.06; C -0.38; C -0.17; C -0.33; O -0.16

=====

Molecular formula: C5H39NO15
Method: DFT, ωB97M-V/def2-TZVPD

Positions of all 60 atoms, in Å:
C -2.810 -1.098 -0.047
O -3.057 -2.366 -0.684
C -1.424 -0.538 -0.385
C -0.367 -1.364 0.272
C 0.268 -2.205 -0.698
C 1.598 -2.176 -0.907
N -1.572 0.934 0.030
H -2.999 -1.303 1.095
H -3.595 -0.352 -0.526
H -2.758 -3.125 -0.380
H -1.341 -0.786 -1.469
H 0.416 -0.723 0.683
H -0.759 -1.928 1.194
H -0.335 -2.768 -1.357
H 1.972 -3.087 -1.574
H 2.416 -1.533 -0.502
H -2.515 1.215 -0.096
H -1.532 0.885 1.039
H -0.163 1.048 -2.957
H -0.175 1.252 -4.452
O -0.434 0.627 -3.806
H 2.499 3.986 1.510
H 1.806 3.201 0.532
O 2.325 3.083 1.255
H -1.565 -4.646 -0.658
H -0.391 -4.648 0.333
O -1.336 -4.892 0.307
H -0.918 1.665 3.038
H -1.798 0.746 3.843
O -1.721 1.173 3.107
H 3.085 -1.307 3.454
H 2.532 0.102 3.021
O 2.837 -0.453 3.741
H 1.558 1.875 -1.073
H 0.036 2.019 -0.457
O 0.846 2.483 -0.825
H 1.350 -0.233 -2.055
H 2.695 0.137 -2.076
O 1.910 0.568 -2.198
H -0.536 -0.634 4.769
H 0.561 0.464 5.052
O -0.318 0.216 5.241
H 4.398 0.972 1.876
H 3.150 1.773 1.259
O 3.567 0.834 1.481
H 0.996 3.023 4.174
H 1.407 2.520 2.875
O 0.602 2.480 3.446
H -1.880 -2.180 -3.674
H -2.337 -2.400 -2.330
O -1.603 -2.566 -2.912
H -3.279 0.222 -3.105
H -2.137 0.710 -4.028
O -3.028 0.770 -3.795
H -3.336 3.499 -1.679
H -3.152 2.310 -2.708
O -3.038 2.592 -1.860
H 4.265 -0.149 -0.327
H 4.829 0.395 -1.688
O 4.287 -0.319 -1.340

total charge: 0
LUMO level: -0.1 eV
largest force on an atom: 0.16750 hartree/bohr
HOMO level: -9.5096 eV
energy: -1397.118826 hartree

Atomic partial charges in e from the Löwdin method, atoms 1 to 5: C -0.18; O -0.05; C -0.34; C -0.18; C -0.23

=====

Molecular formula: C5H3BrF4O
Method: DFT, ωB97M-V/def2-TZVPD

Positions of all 14 atoms, in Å:
C 0.221 -0.336 -1.032
C 1.461 0.307 -0.420
C -0.990 -0.341 -0.479
C 1.699 -0.547 0.762
C -1.762 0.496 0.554
O 0.864 -0.787 1.537
F -1.881 -1.164 -1.048
F 2.884 -1.324 0.733
F 1.206 1.586 0.188
F -2.715 -0.254 1.133
Br -2.425 2.170 -0.213
H 0.291 -0.927 -1.826
H 2.272 0.358 -1.163
H -1.126 0.761 1.275

total charge: 0
LUMO level: -0.5 eV
largest force on an atom: 0.09617 hartree/bohr
HOMO level: -10.4939 eV
structure (SMILES): O=C(F)[C@H](F)/C=C(/F)[C@H](F)Br
energy: -3240.979400 hartree

Atomic partial charges in e from the Löwdin method, atoms 1 to 5: C 0.05; C -0.16; C -0.26; C -0.37; C -0.66

=====

So what do the calculations give for ΔE to the lowest compared entry with this formula, charge and spin? Going down the list: 498.6; 687.1; 1.4 kJ/mol.